(1)
This record from the Open Molecules 2025 dataset describes C33H52BN13O8S as an isolated structure at a distorted geometry. The level of theory is ωB97M-V/def2-TZVPD.

XYZ file:
```
108
Properties=species:S:1:pos:R:3:forces:R:3:mulliken_charge:R:1
C 4.7570 -0.9530 -0.6464 -0.2 0.2 -0.6 -0.951
C 4.4285 0.1414 -1.6475 -0.3 -0.7 0.1 -0.212
O 3.1221 -0.1920 -2.2108 -0.3 0.4 -0.2 -0.554
B 2.4353 1.0012 -2.2632 0.2 -0.3 0.1 0.927
O 2.6594 1.9346 -3.2372 -0.9 -0.2 0.0 -0.373
C 1.3863 1.2002 -1.0737 -0.4 -0.1 -0.6 0.186
O 1.1011 2.6073 -0.8068 -1.0 0.7 0.4 -0.227
S -0.4813 2.8676 -0.7387 -0.4 0.1 -1.0 1.062
O -0.9381 4.0802 -1.3153 0.9 0.2 -0.6 -0.638
O -0.9753 2.6528 0.5858 0.4 -0.9 0.0 -0.474
O -0.8532 1.6780 -1.7917 0.3 0.5 1.2 -0.677
C -0.0357 0.6222 -1.2865 0.8 -1.9 1.5 0.537
C -0.2040 -0.7352 -1.9589 -1.4 1.2 -0.5 -0.093
C -1.7081 -1.1627 -1.7591 1.1 0.2 1.0 -0.845
C -1.6785 -2.4792 -0.9933 -1.1 1.9 -1.2 0.135
O -1.7486 -3.5039 -1.5835 -0.3 -2.2 -0.9 -0.577
O -1.5512 -2.4065 0.3143 -0.1 0.6 0.1 -0.367
H 3.8776 -1.1288 -0.0109 0.7 0.1 -0.5 -0.065
H 4.9963 -1.8549 -1.2151 0.0 -0.1 0.2 0.386
H 5.6067 -0.6515 -0.0334 0.0 -0.1 0.1 0.361
H 5.1327 0.1737 -2.4785 0.1 0.2 0.1 0.335
H 4.3744 1.1276 -1.1719 0.2 -0.1 0.0 0.139
H 2.8084 1.4729 -4.0725 0.5 0.1 0.0 0.287
H 1.7032 0.6739 -0.1695 0.5 0.5 0.1 -0.024
H -0.3391 0.4238 -0.2465 -0.4 0.2 -0.1 -0.215
H 0.4290 -1.4993 -1.5170 0.5 0.3 -0.1 0.146
H 0.0007 -0.6143 -3.0183 0.3 -0.4 0.0 0.218
H -2.2028 -0.4312 -1.1134 -0.2 0.1 -0.4 0.546
H -2.2076 -1.2389 -2.7165 -0.2 -0.2 0.1 0.397
H -1.6823 -1.4594 0.5563 0.3 -0.7 0.9 0.466
C -1.0235 5.9691 1.2430 -0.1 0.3 0.2 -0.288
C -1.5515 6.9648 2.1831 0.5 -1.0 -0.9 0.164
N -1.9603 7.7412 2.9086 -0.4 0.9 0.8 -0.431
H -1.3353 4.9717 1.5425 0.0 0.0 -0.1 -0.034
H -1.3974 6.1700 0.2420 0.0 -0.1 0.0 0.301
H 0.0649 6.0122 1.2313 0.0 0.0 0.0 0.296
C 1.2137 9.2621 0.5814 0.2 -0.1 0.0 -0.699
C 2.4749 8.6119 0.2119 -1.3 0.7 0.3 0.349
N 3.4540 8.1081 -0.0748 1.1 -0.6 -0.3 -0.348
H 0.7355 8.7058 1.3858 0.0 0.0 0.0 0.119
H 1.4076 10.2781 0.9183 0.0 0.0 0.0 0.301
H 0.5458 9.2926 -0.2771 0.0 0.0 0.0 0.268
C -1.1646 1.7410 3.4737 -0.1 -0.1 0.2 -0.764
C -1.3480 0.5110 2.7086 0.2 1.2 0.7 0.527
N -1.4991 -0.4384 2.1003 -0.2 -0.6 -0.6 -0.650
H -0.1207 1.8716 3.7523 0.0 -0.1 -0.1 0.326
H -1.4802 2.5915 2.8742 0.0 -0.1 -0.1 0.018
H -1.7736 1.6926 4.3754 0.0 -0.1 0.0 0.335
C -5.5261 -1.1548 2.3892 0.0 0.0 -0.3 -0.505
C -5.0538 -0.8429 1.0356 -0.4 -0.3 1.4 0.242
N -4.6871 -0.6038 -0.0154 0.5 0.2 -1.1 -0.403
H -4.8514 -1.8680 2.8582 0.1 0.0 0.0 0.129
H -5.5550 -0.2495 2.9898 0.1 0.0 0.0 0.053
H -6.5254 -1.5842 2.3446 0.0 0.0 0.0 0.429
C -3.3196 -5.3784 -3.8342 -0.1 0.1 -0.2 -0.459
C -3.2049 -4.8622 -5.2038 -0.1 -0.6 1.5 0.383
N -3.1215 -4.4644 -6.2670 0.1 0.4 -1.1 -0.432
H -3.1715 -4.5720 -3.1181 0.1 0.0 0.0 -0.015
H -4.3087 -5.8092 -3.6898 0.0 0.0 0.0 0.315
H -2.5673 -6.1452 -3.6631 0.0 0.0 0.0 0.239
C -5.4036 -4.2126 4.9042 -0.2 0.1 0.0 -0.821
C -6.6006 -3.3673 4.9511 1.2 -0.8 0.0 0.405
N -7.5259 -2.7053 4.9817 -1.0 0.8 0.0 -0.430
H -5.5544 -5.0986 5.5173 0.0 0.0 0.0 0.331
H -5.2079 -4.5180 3.8781 0.0 0.0 0.0 0.273
H -4.5466 -3.6579 5.2819 0.0 0.0 0.0 0.275
C 6.1799 5.6149 -0.5119 0.0 -0.2 0.0 -0.847
C 5.9753 4.2899 -1.1033 0.2 1.4 0.6 0.399
N 5.8017 3.2752 -1.5881 -0.2 -1.1 -0.5 -0.366
H 5.4536 5.7811 0.2805 0.0 0.1 0.0 0.257
H 7.1838 5.6839 -0.0975 0.0 0.0 0.0 0.317
H 6.0537 6.3826 -1.2720 0.0 0.0 0.0 0.277
C 3.3411 -3.2768 2.9837 0.1 0.3 0.1 -0.749
C 3.4283 -1.9390 2.3994 -0.2 -1.2 0.8 0.521
N 3.4698 -0.8938 1.9502 -0.2 1.2 0.1 -0.469
H 2.5074 -3.8078 2.5401 0.0 -0.1 0.0 0.080
H 4.2572 -3.8289 2.7859 0.0 0.0 -0.1 0.280
H 3.1922 -3.2054 4.0601 0.0 0.1 0.0 0.339
C -6.4085 1.6601 6.2970 0.2 -0.1 -0.1 -0.835
C -5.2314 1.0903 5.6369 -1.2 0.5 0.7 0.385
N -4.3206 0.6432 5.1206 1.0 -0.4 -0.6 -0.369
H -6.4040 2.7426 6.1867 0.0 0.0 0.0 0.293
H -7.3131 1.2573 5.8456 0.0 0.0 0.0 0.290
H -6.3945 1.4078 7.3551 0.0 0.0 0.0 0.280
C 4.9037 5.1276 -4.5455 0.1 0.0 -0.2 -0.453
C 5.2368 5.5067 -5.9222 -0.3 -0.4 1.4 0.191
N 5.4953 5.8005 -6.9909 0.3 0.3 -1.1 -0.356
H 5.5769 4.3443 -4.2028 0.0 0.0 0.0 0.200
H 5.0007 5.9922 -3.8915 0.0 0.0 0.0 0.210
H 3.8804 4.7602 -4.4992 0.0 0.0 0.0 0.185
C 0.1386 -4.8856 -0.3378 0.6 -0.2 0.3 0.289
C 1.3630 -5.2050 0.4046 -1.2 0.2 -0.7 0.329
N 2.3155 -5.4508 0.9806 0.9 -0.4 0.5 -0.508
H -0.7242 -4.9788 0.3181 0.1 0.1 -0.1 0.340
H 0.1898 -3.8667 -0.7161 0.2 -0.4 0.1 -0.613
H 0.0274 -5.5715 -1.1747 0.0 0.0 0.0 0.353
C 2.0915 -9.1070 1.3492 -0.1 0.1 0.1 -0.693
C 0.6585 -8.9716 1.6235 1.4 -0.1 -0.3 0.329
N -0.4548 -8.8622 1.8334 -1.2 0.1 0.2 -0.388
H 2.5904 -8.1566 1.5320 0.0 0.0 0.0 0.204
H 2.5240 -9.8687 1.9949 0.0 0.0 0.0 0.293
H 2.2427 -9.3939 0.3105 0.0 0.0 0.0 0.247
C -1.2049 -1.8956 -5.8817 0.2 0.1 0.0 -0.901
C 0.1224 -1.9033 -5.2645 -1.5 0.0 -0.8 0.650
N 1.1498 -1.9115 -4.7782 1.4 0.0 0.6 -0.464
H -1.9591 -2.1358 -5.1361 0.0 0.0 0.0 0.106
H -1.4163 -0.9136 -6.3018 0.0 0.0 0.0 0.335
H -1.2442 -2.6396 -6.6736 -0.1 0.0 0.0 0.394
```
Forces are in eV/Å.

The value obtained for the LUMO energy is 0.19 eV. The HOMO energy comes out at -10.051 eV. Its spin multiplicity is 1. The electronic energy is -3025.39410 a.u. The calculation puts the frontier orbital gap at 0.3764 Eh.

***

(2)
This record from the Open Molecules 2025 dataset describes C33H52Cl2N8PdSSi2Te as an isolated structure. The level of theory is ωB97M-V/def2-TZVPD.

XYZ file:
```
100
Properties=species:S:1:pos:R:3:forces:R:3:lowdin_spin:R:1
Pd -0.3113 0.7704 0.1087 -0.1 -0.1 0.3 0.195
S 0.7606 -0.2549 1.8595 -0.1 0.0 -0.1 0.103
C -0.1943 0.5154 3.1380 0.0 0.1 0.0 0.151
N 0.1489 0.3799 4.4287 0.0 0.0 -0.2 0.309
N 1.4084 0.0414 4.6641 -0.1 -0.1 0.1 0.353
C 1.8166 -0.4253 5.8971 0.0 0.1 0.0 0.015
C 3.1683 -0.7570 6.0601 0.0 0.0 0.0 0.081
C 3.6008 -1.2404 7.2767 0.0 0.0 0.0 -0.007
C 2.6999 -1.3841 8.3293 0.0 0.0 0.0 0.105
C 1.3613 -1.0377 8.1626 0.0 0.0 0.0 -0.006
C 0.9060 -0.5554 6.9519 0.0 0.0 0.0 0.080
N -1.3048 1.1994 2.8890 0.0 -0.2 -0.1 0.197
N -1.7137 1.1547 1.6203 0.0 0.2 -0.1 0.403
C -2.9315 1.8129 1.3861 0.2 -0.1 0.0 0.016
C -3.4635 2.7293 2.3016 0.0 0.0 0.0 0.066
C -4.6819 3.3275 2.0348 0.0 0.0 0.0 -0.004
C -5.3839 3.0162 0.8750 0.0 0.0 0.0 0.079
C -4.8545 2.1037 -0.0314 0.0 0.0 0.0 -0.003
C -3.6319 1.5070 0.2156 0.0 0.0 -0.1 0.066
H 2.1126 0.1792 3.9411 0.0 0.0 0.0 0.005
H 3.8610 -0.6322 5.2352 0.0 0.0 0.0 0.003
H 4.6412 -1.5023 7.4124 0.0 0.0 0.0 -0.002
H 3.0446 -1.7586 9.2835 0.0 0.0 0.0 0.005
H 0.6719 -1.1364 8.9903 0.0 0.0 0.0 -0.002
H -0.1236 -0.2638 6.8048 0.0 0.0 0.0 0.006
H -2.9112 2.9558 3.2008 0.0 0.0 0.0 0.004
H -5.0911 4.0400 2.7388 0.0 0.0 0.0 -0.002
H -6.3390 3.4841 0.6773 0.0 0.0 0.0 0.004
H -5.3999 1.8591 -0.9338 0.0 0.0 0.0 -0.002
H -3.2158 0.7927 -0.4877 0.0 0.0 0.0 0.003
N -4.4449 -3.0765 -0.1327 0.1 0.0 0.0 0.000
C -3.5436 -4.2440 -0.3112 0.0 0.1 0.0 0.000
C -2.6734 -4.3867 0.9448 -0.1 0.0 0.0 0.000
C -1.6657 -3.2440 1.0737 0.0 -0.2 -0.1 0.001
N -2.4247 -1.9610 1.3182 0.2 -0.1 0.0 0.003
C -0.8073 -3.1397 -0.1860 0.0 0.1 0.0 0.001
C -1.5939 -3.0151 -1.4900 0.0 0.0 0.0 0.000
N -2.2035 -1.6800 -1.5977 -0.1 0.0 0.1 -0.001
C -2.6599 -4.1113 -1.5549 0.0 0.0 0.0 0.000
H -5.2860 -3.3548 0.3592 0.0 0.0 0.0 0.000
H -4.7300 -2.6887 -1.0237 0.0 0.0 0.0 0.000
H -3.3085 -2.0573 0.7539 -0.3 0.1 -0.2 0.000
H -4.1414 -5.1492 -0.4259 0.1 -0.1 0.0 0.000
H -2.1106 -5.3197 0.8894 0.0 0.0 0.0 0.000
H -3.3062 -4.4496 1.8351 0.0 0.0 0.0 0.000
H -1.0119 -3.3985 1.9296 0.0 0.0 0.1 0.000
H -1.8974 -1.1393 1.0074 -0.1 0.0 0.1 0.001
H -2.6637 -1.8385 2.3009 0.0 0.0 0.0 0.000
H -0.2140 -4.0556 -0.2325 0.0 0.0 0.0 0.000
H -0.0985 -2.3135 -0.0853 0.0 0.0 0.0 0.001
H -0.8927 -3.1915 -2.3123 0.1 0.0 0.0 0.000
H -2.6808 -1.5865 -2.4881 0.0 0.0 0.0 0.000
H -1.4964 -0.9483 -1.5812 0.0 -0.1 -0.1 -0.001
H -2.1350 -5.0624 -1.6739 0.0 0.0 -0.1 0.000
H -3.2825 -3.9880 -2.4457 0.0 0.0 0.0 0.000
C 4.9270 -0.9962 -2.7813 0.0 0.0 -0.2 0.000
Si 4.5543 -1.1141 -0.9675 -0.1 0.0 0.0 0.000
C 3.7334 -2.7348 -0.5598 -0.1 -0.1 0.1 0.000
C 6.0382 -0.8212 0.0976 0.2 0.0 0.1 0.000
C 3.2987 0.2531 -0.5513 0.0 0.0 0.0 0.002
Te 1.4654 0.0259 -1.6130 0.2 -0.2 0.0 0.020
C 1.7835 1.5999 -3.0002 0.0 0.1 0.0 0.000
Si 1.1259 1.2190 -4.7488 0.1 -0.1 0.2 0.000
C -0.7181 1.0388 -4.6059 -0.2 0.0 0.0 0.003
C 1.6212 2.6466 -5.8139 0.0 0.2 -0.1 0.000
C 1.8774 -0.3700 -5.3473 0.1 -0.1 -0.1 0.000
H 5.6529 -1.7555 -3.0822 0.0 0.0 0.0 0.000
H 5.3480 -0.0207 -3.0397 0.0 0.0 0.0 0.000
H 4.0258 -1.1548 -3.3818 0.0 0.0 0.0 0.000
H 4.4137 -3.5709 -0.7405 0.0 0.0 0.0 0.000
H 2.8450 -2.9030 -1.1751 0.0 0.0 0.0 0.000
H 3.4381 -2.7723 0.4934 0.0 0.0 0.0 0.000
H 6.8211 -1.5531 -0.1176 0.0 0.0 0.0 0.000
H 5.7857 -0.9075 1.1570 0.0 0.0 0.0 0.000
H 6.4604 0.1718 -0.0734 0.0 0.0 0.0 0.000
H 3.6541 1.2509 -0.8146 0.0 0.0 0.0 0.000
H 3.0608 0.2443 0.5122 0.0 0.0 0.0 0.002
H 2.8707 1.7115 -3.0156 0.0 0.0 0.0 0.000
H 1.3520 2.5152 -2.5936 0.0 0.0 0.0 0.000
H -1.1973 1.9987 -4.3998 0.0 -0.1 0.0 0.001
H -0.9977 0.3497 -3.8008 0.0 0.0 0.0 0.001
H -1.1421 0.6518 -5.5355 0.0 0.0 0.0 0.000
H 1.2391 3.5927 -5.4230 0.0 0.0 0.0 0.000
H 1.2326 2.5261 -6.8284 0.0 0.0 0.0 0.000
H 2.7087 2.7211 -5.8836 0.0 0.0 0.0 0.000
H 1.7249 -1.1987 -4.6512 0.0 0.0 0.0 0.000
H 2.9506 -0.2669 -5.5265 0.0 0.0 0.0 0.000
H 1.4171 -0.6545 -6.2973 0.0 0.0 0.0 0.000
Cl -3.1345 3.2465 -2.8173 0.0 0.0 0.0 0.053
C -1.9005 4.1197 -2.0058 0.0 0.0 0.0 0.152
C -1.8475 5.4885 -2.0846 0.0 0.1 0.0 -0.018
C -0.8459 6.1800 -1.4076 0.0 0.0 0.0 0.174
C 0.1084 5.5030 -0.6417 0.0 0.1 0.0 -0.010
C 0.0726 4.1378 -0.5573 0.1 -0.1 0.1 0.148
Cl 1.2554 3.3122 0.4094 -0.1 0.3 -0.2 0.040
C -0.9379 3.3817 -1.2451 -0.1 -0.3 -0.1 0.128
N -0.9974 2.0661 -1.1971 0.1 0.6 0.2 1.071
H -2.5884 6.0149 -2.6703 0.0 0.0 0.0 -0.002
H -0.8081 7.2590 -1.4690 0.0 0.0 0.0 0.009
H 0.8749 6.0463 -0.1065 0.0 0.0 0.0 -0.001
```
Forces are in eV/Å.

The value obtained for the LUMO energy (spin up / spin down) is -5.63 / -7.32 eV. Its charge is +2. The HOMO energy (spin up / spin down) comes out at -11.615 / -13.114 eV. Its spin multiplicity is 5. The electronic energy is -4019.66555 a.u. The calculation puts the frontier orbital gap (spin up / spin down) at 0.2201 / 0.2127 Eh.